C16H18F9N10O7RhS | the ωB97M-V functional and the def2-TZVPD basis

Geometry (Å):
Rh  0.15  0.21  0.22
N  -1.99  -0.85  0.23
N  -3.00  0.13  0.26
C  -2.71  1.32  -0.34
N  -3.52  2.35  -0.09
N  -1.67  1.26  -1.16
N  -1.36  2.34  -1.94
O  -2.02  3.38  -1.90
O  -0.39  2.20  -2.65
H  -2.05  -1.37  -0.64
H  -2.05  -1.47  1.04
H  -3.55  0.16  1.11
H  -4.17  2.32  0.67
H  -3.30  3.22  -0.57
C  4.37  5.57  -4.90
C  3.80  4.80  -3.74
C  4.61  3.94  -3.00
C  4.09  3.21  -1.94
C  2.74  3.34  -1.64
C  1.92  4.19  -2.35
C  2.46  4.92  -3.40
S  2.10  2.41  -0.30
O  0.71  2.76  -0.07
O  2.99  2.52  0.82
N  2.07  0.83  -0.73
C  2.43  0.29  -1.93
C  1.06  -0.49  -2.64
O  1.18  -0.55  -3.83
O  0.27  -0.90  -1.78
H  5.43  5.77  -4.77
H  3.85  6.52  -5.04
H  4.25  5.00  -5.83
H  5.66  3.85  -3.25
H  4.73  2.56  -1.35
H  0.87  4.27  -2.10
H  1.82  5.59  -3.96
H  3.00  -0.63  -1.82
H  2.86  0.96  -2.67
F  1.84  -4.37  3.15
C  0.88  -3.50  2.84
F  0.52  -2.90  3.99
F  -0.19  -4.20  2.43
C  1.30  -2.45  1.76
O  0.43  -1.42  1.78
C  1.28  -3.20  0.38
F  2.05  -2.56  -0.52
F  0.04  -3.24  -0.10
F  1.72  -4.46  0.46
C  2.77  -2.01  2.04
F  3.67  -2.94  1.70
F  2.95  -1.76  3.36
F  3.07  -0.89  1.40
N  1.62  1.86  5.76
C  0.96  1.35  4.71
N  0.84  0.02  4.60
N  0.44  2.20  3.85
C  -0.22  1.70  2.85
N  -0.84  1.29  1.95
H  2.18  1.29  6.36
H  1.79  2.85  5.75
H  1.41  -0.59  5.16
H  0.56  -0.35  3.69

Output
HOMO level (alpha / beta) ... -0.3066 / -0.3343 Ha
Charge ... 0
Multiplicity ... 5
HOMO-LUMO gap (alpha / beta) ... 8.520 / 7.412 eV

---

C78H201N11O28 | the ωB97M-V functional and the def2-TZVPD basis

Geometry (Å):
C  -4.24  -1.57  -5.14
O  -4.41  -0.25  -5.50
C  -3.24  0.42  -5.79
C  -3.60  1.88  -6.02
N  -4.60  2.00  -7.11
C  -4.78  3.35  -7.61
C  -5.72  3.21  -8.81
O  -6.94  2.73  -8.32
C  -7.85  2.46  -9.31
H  -3.42  -1.69  -4.40
H  -4.01  -2.19  -6.02
H  -5.19  -1.94  -4.73
H  -2.86  0.00  -6.69
H  -2.54  0.25  -4.96
H  -2.72  2.44  -6.39
H  -3.88  2.24  -5.05
H  -5.45  1.60  -6.81
H  -3.79  3.68  -7.94
H  -5.30  4.03  -6.90
H  -5.27  2.52  -9.60
H  -5.91  4.16  -9.27
H  -7.78  1.43  -9.65
H  -7.82  3.16  -10.11
H  -8.85  2.56  -8.86
C  -6.09  -9.19  1.69
O  -5.49  -8.14  2.35
C  -6.11  -6.94  2.13
C  -5.42  -5.88  2.95
N  -6.05  -4.55  2.65
C  -5.20  -3.49  3.12
C  -5.65  -2.12  2.81
O  -5.63  -1.91  1.42
C  -6.01  -0.56  1.15
H  -7.19  -9.28  1.91
H  -5.51  -10.09  1.91
H  -5.91  -9.04  0.62
H  -7.17  -6.95  2.29
H  -5.88  -6.70  1.06
H  -4.33  -5.88  2.69
H  -5.46  -6.06  4.02
H  -6.14  -4.47  1.67
H  -4.14  -3.64  2.79
H  -5.09  -3.62  4.18
H  -5.04  -1.40  3.34
H  -6.69  -1.98  3.17
H  -5.93  -0.40  0.10
H  -5.42  0.18  1.67
H  -7.06  -0.39  1.38
C  -3.90  5.44  -0.79
O  -4.43  4.91  0.36
C  -4.81  5.91  1.32
C  -3.68  6.55  2.08
N  -2.89  5.53  2.78
C  -1.41  5.76  2.63
C  -0.73  4.46  2.97
O  -1.07  3.48  2.01
C  -0.47  2.31  2.23
H  -4.52  6.30  -1.17
H  -3.86  4.66  -1.60
H  -2.85  5.81  -0.72
H  -5.48  5.37  2.00
H  -5.43  6.69  0.90
H  -4.04  7.31  2.77
H  -3.03  7.11  1.39
H  -3.11  4.69  2.28
H  -1.09  6.50  3.43
H  -1.23  6.06  1.60
H  -1.08  4.03  3.90
H  0.36  4.53  3.02
H  0.57  2.36  2.54
H  -0.40  1.75  1.27
H  -1.01  1.69  2.98
C  1.96  2.05  4.68
O  0.60  2.34  5.02
C  0.29  2.06  6.39
C  -1.15  2.31  6.64
N  -1.98  1.46  5.84
C  -3.30  1.84  5.75
C  -4.11  0.86  4.86
O  -3.50  0.69  3.60
C  -3.70  1.83  2.80
H  2.08  2.38  3.66
H  2.14  1.01  4.76
H  2.63  2.62  5.34
H  0.75  2.85  7.00
H  0.59  1.04  6.66
H  -1.24  3.42  6.53
H  -1.27  2.17  7.74
H  -1.50  1.31  4.97
H  -3.45  2.82  5.29
H  -3.73  1.92  6.75
H  -5.05  1.40  4.73
H  -4.14  -0.14  5.30
H  -2.99  2.71  2.93
H  -4.78  2.01  2.75
H  -3.40  1.52  1.78
C  5.06  7.48  0.17
O  5.76  6.27  -0.15
C  6.99  6.54  -0.80
C  7.48  5.20  -1.45
N  6.66  4.91  -2.62
C  5.61  3.92  -2.48
C  6.14  2.54  -2.59
O  6.68  2.36  -3.88
C  7.16  1.03  -4.00
H  4.33  7.30  0.99
H  4.57  7.84  -0.77
H  5.70  8.22  0.60
H  7.73  6.87  -0.04
H  6.92  7.31  -1.60
H  7.32  4.47  -0.66
H  8.52  5.38  -1.69
H  7.18  4.71  -3.46
H  4.86  4.03  -3.35
H  5.04  4.12  -1.59
H  5.30  1.82  -2.47
H  6.85  2.36  -1.78
H  6.37  0.27  -3.83
H  8.00  0.87  -3.20
H  7.66  0.81  -4.95
C  9.11  0.84  4.03
O  9.95  0.35  3.03
C  9.43  -0.77  2.41
C  8.29  -0.45  1.43
N  8.11  -1.56  0.58
C  7.16  -1.29  -0.46
C  7.27  -2.36  -1.53
O  6.41  -2.00  -2.59
C  6.49  -2.83  -3.77
H  8.12  1.15  3.59
H  9.51  1.72  4.53
H  8.99  0.14  4.85
H  9.11  -1.58  3.12
H  10.23  -1.26  1.85
H  8.61  0.46  0.85
H  7.44  -0.14  2.03
H  7.73  -2.45  1.07
H  7.35  -0.39  -0.99
H  6.10  -1.17  -0.08
H  7.00  -3.37  -1.16
H  8.30  -2.50  -1.87
H  6.22  -3.83  -3.49
H  7.52  -2.71  -4.26
H  5.79  -2.32  -4.38
C  -1.88  -0.97  -1.73
O  -1.35  0.14  -2.47
C  -1.17  1.34  -1.78
C  -1.96  2.46  -2.44
N  -3.40  2.36  -2.40
C  -3.93  2.05  -1.08
C  -5.40  2.38  -1.03
O  -6.00  1.57  -2.02
C  -7.12  2.17  -2.65
H  -2.01  -1.80  -2.39
H  -2.84  -0.66  -1.32
H  -1.21  -1.25  -0.90
H  -0.07  1.50  -1.82
H  -1.45  1.26  -0.75
H  -1.56  2.52  -3.48
H  -1.60  3.39  -1.96
H  -3.79  1.65  -3.02
H  -3.34  2.65  -0.32
H  -3.81  0.96  -0.85
H  -5.63  3.38  -1.33
H  -5.78  2.18  -0.07
H  -8.03  2.10  -2.04
H  -7.24  1.67  -3.60
H  -6.98  3.22  -2.85
C  0.74  -2.27  6.47
O  -0.42  -3.05  6.68
C  -1.56  -2.60  5.93
C  -2.79  -3.15  6.59
N  -2.99  -2.85  7.95
C  -3.19  -1.45  8.27
C  -2.84  -1.31  9.74
O  -1.39  -1.39  9.73
C  -0.74  -1.39  10.99
H  0.43  -1.26  6.18
H  1.45  -2.65  5.69
H  1.21  -2.21  7.45
H  -1.56  -2.99  4.90
H  -1.48  -1.52  5.91
H  -2.75  -4.24  6.55
H  -3.63  -2.94  5.85
H  -2.04  -3.06  8.35
H  -4.18  -1.02  8.04
H  -2.54  -0.78  7.72
H  -3.25  -2.21  10.25
H  -3.11  -0.28  10.12
H  -1.00  -0.46  11.62
H  0.32  -1.33  10.76
H  -1.00  -2.28  11.52
C  5.78  -1.71  3.92
O  5.56  -2.63  2.87
C  4.42  -3.43  3.14
C  4.47  -4.72  2.36
N  3.94  -4.65  1.00
C  4.79  -4.14  -0.02
C  4.19  -4.38  -1.37
O  4.23  -5.75  -1.67
C  3.64  -6.07  -2.93
H  4.91  -1.16  4.32
H  6.49  -0.94  3.61
H  6.21  -2.26  4.78
H  3.52  -2.82  2.90
H  4.39  -3.60  4.26
H  3.77  -5.39  2.87
H  5.55  -5.05  2.41
H  3.46  -5.49  0.74
H  5.80  -4.50  0.03
H  4.87  -3.03  -0.02
H  4.64  -3.77  -2.16
H  3.16  -4.00  -1.25
H  4.39  -5.72  -3.76
H  2.65  -5.66  -2.97
H  3.63  -7.15  -3.00
C  -1.23  -4.68  -1.11
O  -2.46  -4.46  -1.78
C  -3.54  -4.27  -0.96
C  -4.88  -4.15  -1.62
N  -5.93  -4.16  -0.63
C  -7.31  -4.38  -1.09
C  -7.90  -3.13  -1.69
O  -7.25  -2.90  -2.97
C  -7.42  -1.54  -3.37
H  -0.97  -3.83  -0.46
H  -0.50  -4.82  -1.90
H  -1.35  -5.64  -0.53
H  -3.32  -3.46  -0.26
H  -3.59  -5.15  -0.26
H  -5.07  -5.00  -2.30
H  -4.85  -3.22  -2.27
H  -5.92  -3.31  -0.07
H  -7.93  -4.65  -0.22
H  -7.37  -5.19  -1.78
H  -7.61  -2.29  -1.05
H  -8.99  -3.04  -1.86
H  -7.26  -1.43  -4.44
H  -6.69  -0.88  -2.85
H  -8.42  -1.18  -3.23
C  1.60  1.57  -3.62
O  1.68  0.48  -2.68
C  2.99  0.22  -2.30
C  3.07  -0.93  -1.35
N  2.34  -0.50  -0.14
C  2.28  -1.46  0.97
C  1.08  -1.18  1.85
O  -0.06  -1.60  1.24
C  -1.27  -1.27  1.84
H  0.54  1.76  -3.74
H  1.98  1.35  -4.61
H  1.91  2.48  -3.15
H  3.51  1.08  -1.85
H  3.58  0.03  -3.27
H  4.05  -1.17  -1.04
H  2.57  -1.84  -1.73
H  1.41  -0.29  -0.44
H  3.11  -1.50  1.62
H  2.25  -2.50  0.60
H  1.15  -0.10  2.12
H  1.31  -1.71  2.78
H  -1.45  -0.20  1.66
H  -1.28  -1.45  2.89
H  -2.06  -1.91  1.35
C  0.02  -4.65  2.94
C  0.53  -5.40  4.14
O  1.87  -5.08  4.51
H  0.17  -3.59  3.15
H  -1.07  -4.90  2.84
H  0.57  -4.93  2.02
H  0.46  -6.46  4.06
H  -0.17  -5.12  4.92
H  2.01  -4.73  5.37
C  4.26  0.42  -7.09
C  5.30  0.89  -8.17
O  6.41  0.00  -8.16
H  4.03  -0.65  -7.23
H  3.30  1.02  -7.07
H  4.64  0.59  -6.06
H  5.52  1.99  -7.99
H  4.79  0.80  -9.17
H  7.14  0.22  -8.77
C  0.48  5.55  -0.90
C  1.97  5.30  -0.60
O  2.18  3.90  -1.07
H  -0.15  4.95  -0.20
H  0.30  5.18  -1.95
H  0.27  6.62  -0.83
H  2.24  5.33  0.48
H  2.60  6.11  -1.11
H  2.75  3.38  -0.47
C  5.46  2.51  1.51
C  4.77  1.39  0.88
O  3.41  1.80  0.57
H  5.55  3.28  0.77
H  6.48  2.22  1.82
H  4.87  2.83  2.38
H  4.72  0.57  1.63
H  5.34  1.03  0.00
H  2.94  0.94  0.24
C  -0.10  3.51  -6.45
C  0.69  4.43  -5.45
O  1.70  4.94  -6.26
H  -0.06  4.07  -7.38
H  -1.19  3.50  -6.12
H  0.36  2.52  -6.44
H  1.06  3.89  -4.56
H  0.14  5.28  -5.05
H  2.46  5.10  -5.72
C  1.99  -2.19  -5.03
C  0.77  -2.32  -4.13
O  -0.27  -1.49  -4.49
H  2.61  -2.99  -4.82
H  2.47  -1.20  -4.80
H  1.70  -2.14  -6.06
H  1.09  -2.18  -3.09
H  0.41  -3.39  -4.19
H  -0.40  -0.75  -3.93

Output
HOMO level ... -0.3059 Ha
Charge ... 0
Multiplicity ... 1
HOMO-LUMO gap ... 8.663 eV

---

C3H9NOS | the ωB97M-V functional and the def2-TZVPD basis

Geometry (Å):
C  1.41  -0.46  -0.37
O  2.16  0.69  -0.79
C  -0.01  0.09  -0.12
C  -0.96  -0.96  0.45
S  -3.45  0.65  -0.04
N  0.02  1.21  0.79
H  1.91  -0.83  0.52
H  1.37  -1.23  -1.13
H  2.50  0.63  -1.67
H  -0.45  0.28  -1.11
H  -0.84  -1.17  1.51
H  -1.96  -0.45  0.49
H  -0.96  -1.88  -0.13
H  -0.86  1.32  1.29
H  0.12  2.10  0.32

Output
HOMO level ... -0.3437 Ha
Charge ... 0
Multiplicity ... 1
HOMO-LUMO gap ... 6.281 eV

---

C6H13N2Si | the ωB97M-V functional and the def2-TZVPD basis

Geometry (Å):
C  -3.06  0.41  -0.06
C  -1.98  1.01  -0.52
C  -1.44  -1.03  0.71
C  1.06  1.06  -1.58
C  1.57  -1.84  -0.26
C  1.88  1.07  1.40
N  -2.76  -0.79  0.58
N  -0.63  -0.14  0.18
Si  1.13  0.08  -0.02
H  -4.05  0.65  -0.34
H  -1.55  1.83  -1.19
H  -1.24  -1.84  1.37
H  0.71  1.96  -1.09
H  2.08  1.33  -1.89
H  0.54  1.03  -2.48
H  1.92  -2.43  0.68
H  0.76  -2.49  -0.53
H  2.25  -1.96  -1.08
H  1.29  1.77  1.88
H  2.12  0.39  2.27
H  2.82  1.42  1.11
H  -3.42  -1.51  0.87

Output
HOMO level ... -0.5251 Ha
Charge ... +1
Multiplicity ... 1
HOMO-LUMO gap ... 10.933 eV

---

| no. | E (eV) |
| --- | --- |
| 1 | -84414.4488 |
| 2 | -157847.9143 |
| 3 | -17625.7513 |
| 4 | -17283.1594 |